Computed, not measured: C3H9N3O2 as an isolated structure, with ωB97M-V/def2-TZVPD.

The spin multiplicity is 1. The calculation puts the HOMO energy at -8.68 eV. The value obtained for the LUMO energy is 0.6 eV. The value obtained for the HOMO-LUMO gap is 0.340 hartree.

Last column: natural (NBO) charge in e.
Atoms and positions in Å:
C  -2.1214  0.9829  -0.2066  -0.270
C  0.2647  -0.8968  1.3045  -0.464
C  0.6672  -0.2087  -1.0404  0.504
H  -3.2810  0.7564  -0.3368  0.208
H  -1.5383  1.4582  -1.0397  0.187
H  -1.9169  1.6646  0.6783  0.186
H  -0.3170  -2.0896  1.5930  0.183
H  1.4549  -0.9209  1.3987  0.256
H  -0.2404  -0.3856  2.1905  0.198
H  -0.3364  -1.5646  -2.0252  0.373
H  2.6464  -0.3042  -1.0600  0.378
H  1.9057  1.4624  0.8479  0.474
N  -0.2339  -0.0064  0.2258  -0.227
N  0.5240  -1.0439  -1.9728  -0.686
N  1.7720  0.7447  -0.9558  -0.292
O  -1.4427  -0.2909  -0.0126  -0.391
O  2.1931  0.6422  0.4112  -0.618



Computed, not measured: C3H9N3O2 in the gas phase, with ωB97M-V/def2-TZVPD.

The spin multiplicity is 1. The calculation puts the HOMO energy at -8.83 eV. The value obtained for the LUMO energy is 0.8 eV. The value obtained for the HOMO-LUMO gap is 0.354 hartree.

Last column: natural (NBO) charge in e.
Atoms and positions in Å:
C  -2.5676  -0.4771  -0.3989  -0.706
C  -1.1840  0.0727  -0.1204  0.687
O  -1.0401  1.1007  0.5376  -0.669
N  -0.1669  -0.6848  -0.5674  -0.665
C  1.3839  -0.4747  -0.3371  0.410
N  1.7925  -0.7388  0.9659  -0.944
O  1.6732  0.8657  -0.6682  -0.399
N  1.5761  1.6684  0.5318  -0.559
H  -2.7566  -1.3429  0.2358  0.231
H  -2.6784  -0.7712  -1.4423  0.220
H  -3.3132  0.2863  -0.1878  0.240
H  -0.4152  -1.5213  -1.0697  0.384
H  1.8366  -1.0860  -1.1269  0.166
H  1.8729  0.3732  1.3791  0.435
H  1.4133  -1.5994  1.3327  0.385
H  0.5335  1.7943  0.6615  0.412
H  2.0398  2.5349  0.2743  0.370



Computed, not measured: a 2-piece molecular cluster, C3H9N3O3 overall, with ωB97M-V/def2-TZVPD.

The spin multiplicity is 1. The calculation puts the HOMO energy at -8.14 eV. The value obtained for the LUMO energy is 0.3 eV. The value obtained for the HOMO-LUMO gap is 0.310 hartree.

Last column: natural (NBO) charge in e.
Atoms and positions in Å:
N  2.0462  0.3540  -0.0477  -0.679
N  0.9651  1.1705  0.2202  -0.063
O  1.2746  2.4069  0.8385  -0.535
C  -0.3537  1.0988  -0.3842  0.862
O  -0.6006  0.5858  -1.4661  -0.605
O  -1.1620  2.0618  0.1419  -0.701
H  2.1197  -0.2915  -0.8241  0.407
H  2.8444  0.9970  -0.0726  0.346
H  1.8807  2.8056  0.1872  0.456
H  -0.6130  2.8447  0.3265  0.504
C  0.1114  -1.9865  0.2697  -0.512
C  -1.1350  -1.5226  0.5319  -0.012
N  -2.2465  -1.7938  -0.2605  -0.796
H  0.8287  -2.1195  1.0695  0.211
H  0.3720  -2.3778  -0.7074  0.185
H  -1.4043  -1.3336  1.5686  0.191
H  -2.9316  -1.0487  -0.1460  0.368
H  -1.9961  -1.8511  -1.2452  0.373



Computed, not measured: a 2-piece molecular cluster, C3H9N3O3 overall, with ωB97M-V/def2-TZVPD.

The spin multiplicity is 1. The calculation puts the HOMO energy (spin up / spin down) at -7.49 / -7.49 eV. The value obtained for the LUMO energy (spin up / spin down) is 0.2 / 0.2 eV. The value obtained for the HOMO-LUMO gap (spin up / spin down) is 0.283 / 0.283 hartree.

Last column: natural (NBO) charge in e.
Atoms and positions in Å:
C  1.1723  -0.6626  1.8418  -0.266
O  0.4126  0.4374  1.3586  -0.540
C  -0.9437  0.1489  0.9440  0.966
O  -1.5555  -0.8208  1.3696  -0.622
O  -1.5599  1.3747  0.8384  -0.698
H  2.0407  -0.8062  1.1899  0.186
H  0.5930  -1.5906  1.8792  0.206
H  1.5361  -0.4241  2.8455  0.189
H  -2.4628  1.1969  1.1570  0.501
N  -0.9228  -1.2870  -1.6919  -0.839
C  -0.4151  -0.0353  -1.3989  0.083
N  0.9172  0.1301  -1.3899  -0.252
N  1.3116  1.3872  -1.4758  -0.623
H  -1.8671  -1.2909  -2.0561  0.404
H  -0.3077  -2.0430  -1.4114  0.407
H  -1.0401  0.7677  -1.8234  0.179
H  2.3090  1.4752  -1.2858  0.361
H  0.7821  2.0423  -0.8906  0.359



Computed, not measured: a 3-piece molecular cluster, C3H9N3O6 overall, with ωB97M-V/def2-TZVPD.

The spin multiplicity is 1. The calculation puts the HOMO energy at -11.34 eV. The value obtained for the LUMO energy is -0.3 eV. The value obtained for the HOMO-LUMO gap is 0.404 hartree.

Last column: natural (NBO) charge in e.
Atoms and positions in Å:
C  1.4633  -0.0032  0.7166  -0.494
N  0.7164  -0.1279  1.9794  0.526
O  1.2128  0.3482  2.9682  -0.333
O  -0.4206  -0.6172  1.8815  -0.402
H  1.5539  -1.0171  0.3269  0.230
H  2.4504  0.4314  0.8743  0.235
H  1.0156  0.6148  -0.0617  0.237
C  -0.0751  4.7993  -0.5198  -0.488
N  0.3586  4.8551  0.8975  0.508
O  1.3667  4.2067  1.2626  -0.373
O  -0.2530  5.6534  1.6279  -0.356
H  -1.1533  4.7450  -0.6702  0.241
H  0.3944  3.9277  -0.9758  0.225
H  0.3309  5.6400  -1.0824  0.243
C  -1.4978  -4.3565  -0.8856  -0.496
N  -0.8485  -5.2645  -1.8753  0.526
O  -1.2340  -5.1348  -3.0642  -0.393
O  -0.1679  -6.1396  -1.4125  -0.346
H  -0.8167  -3.8370  -0.2116  0.239
H  -2.1949  -4.9911  -0.3384  0.236
H  -2.2012  -3.7328  -1.4373  0.234



Computed, not measured: C3H9N3S as an isolated structure, with ωB97M-V/def2-TZVPD.

The spin multiplicity is 1. The calculation puts the HOMO energy at -8.07 eV. The value obtained for the LUMO energy is 0.6 eV. The value obtained for the HOMO-LUMO gap is 0.318 hartree.

Last column: natural (NBO) charge in e.
Atoms and positions in Å:
C  -2.2939  -1.1239  -0.3873  -0.449
C  0.1846  -0.4929  0.1365  0.223
C  -0.7704  1.8976  0.5939  -0.875
H  -1.9546  -1.3433  -1.4989  0.199
H  -3.2381  -0.1023  -0.4970  0.222
H  -2.9270  -2.2439  0.0889  0.217
H  -0.8340  -2.2451  0.5951  0.421
H  -1.7365  0.9411  0.8339  0.276
H  -1.5173  3.0528  0.1189  0.232
H  -0.2527  2.2818  1.6525  0.235
H  3.3438  -1.1600  0.3971  0.393
H  2.3575  0.3191  -0.0498  0.357
N  -1.0314  -1.0946  0.4649  -0.686
N  1.2015  -1.2324  0.1500  -0.308
N  2.5026  -0.6681  -0.0608  -0.696
S  0.3330  1.2362  -0.4737  0.238



Computed, not measured: an isolated ion of composition C3H9N4 and charge +1, with ωB97M-V/def2-TZVPD.

Its charge is +1. The spin multiplicity is 1. The calculation puts the HOMO energy at -14.39 eV. The value obtained for the LUMO energy is -3.2 eV. The value obtained for the HOMO-LUMO gap is 0.411 hartree.

Last column: natural (NBO) charge in e.
Atoms and positions in Å:
C  0.1821  -1.7418  -0.5044  -0.631
C  -0.3562  -0.3298  -0.6513  -0.075
N  0.7389  0.5095  -1.1491  -0.469
N  1.0800  1.6267  -0.3057  -0.194
N  0.1284  1.5078  0.7641  -0.391
C  -0.5911  0.4571  0.7607  0.460
N  -1.4845  0.2224  1.7162  -0.755
H  -0.4970  -2.3892  -0.0775  0.239
H  1.0342  -1.7427  0.1294  0.219
H  0.4660  -2.1240  -1.5085  0.236
H  -1.2513  -0.3371  -1.1468  0.222
H  1.3871  -0.1512  -1.4486  0.400
H  0.9146  2.4725  -0.8160  0.434
H  2.0389  1.6335  0.1417  0.443
H  -2.1471  -0.5221  1.6275  0.422
H  -1.6430  0.9085  2.4685  0.438



Computed, not measured: C3H9N4O as an isolated structure, with ωB97M-V/def2-TZVPD.

Its charge is +1. The spin multiplicity is 1. The calculation puts the HOMO energy (spin up / spin down) at -12.57 / -14.61 eV. The value obtained for the LUMO energy (spin up / spin down) is -5.4 / -5.2 eV. The value obtained for the HOMO-LUMO gap (spin up / spin down) is 0.262 / 0.348 hartree.

Last column: natural (NBO) charge in e.
Atoms and positions in Å:
C  -0.7031  -0.4657  -0.2537  0.301
C  1.5371  -0.1198  -0.6442  -0.263
C  0.5185  -1.2462  -0.3336  0.013
N  -2.1013  -1.5513  -0.3286  -0.417
N  -0.7206  0.8194  -0.2778  -0.059
N  -1.5205  1.6639  0.3718  -0.558
N  1.0305  1.0856  0.0090  -0.519
O  0.7550  -1.7930  0.9071  -0.671
H  2.4629  -0.5210  -0.3426  0.253
H  1.7082  0.1832  -1.6071  0.227
H  0.6098  -1.9835  -1.0435  0.229
H  -2.9001  -1.1104  0.1231  0.314
H  -2.0081  1.5487  1.2624  0.409
H  -1.1881  2.6102  0.2127  0.398
H  1.1523  0.8983  0.9877  0.412
H  1.4708  1.9583  -0.3187  0.436
H  -0.1033  -1.9767  1.2761  0.496



What did we get for relative energy (zero: lowest compared OMol25 entry of this formula, charge and spin)? Answer: 238.85; 87.89; 131.07; 90.92; 19.08; 167.33; 75.15; 180.98 kcal/mol, in the order shown.